DFT (ωB97M-V/def2-TZVPD) results for a molecular structure, C8H9BaClNO4PS.

Last column: Mulliken charge in e.
Geometry (Å):
C: -0.29540 -3.22004 0.09172  -1.30
C: -0.10735 -1.95306 0.90507  -0.16
N: 0.78375 -0.95316 0.20623  -0.16
C: 0.15208 0.21975 -0.24031  -0.71
C: -0.00158 1.35238 0.51002  0.26
P: 0.60642 1.49088 2.26626  0.79
O: 2.16681 1.81065 2.07116  -0.51
O: 0.57768 0.02201 2.87248  -0.49
S: -0.36585 2.72036 3.30267  -0.30
C: -0.64799 2.57085 -0.10405  0.09
O: -0.78580 3.63268 0.42476  -0.37
C: -1.12403 2.50041 -1.53363  -0.49
C: -0.97245 1.36754 -2.19130  0.64
Cl: -1.46471 1.07498 -3.84544  -0.37
C: -0.36087 0.16056 -1.63882  0.83
O: -0.23981 -0.83659 -2.36794  -0.93
H: -0.77249 -3.96436 0.73515  0.42
H: -0.97486 -3.07601 -0.75224  0.25
H: 0.65821 -3.64544 -0.23109  0.36
H: 0.36037 -2.20134 1.85648  0.35
H: -1.06006 -1.47335 1.13667  0.31
H: 1.17347 -1.42425 -0.60305  0.40
H: 2.52419 1.55563 1.21068  0.38
H: 1.42170 -0.44367 2.78105  0.38
H: -1.58667 3.39229 -1.94452  0.53
Ba: 0.33527 -0.67970 -4.91802  1.80

Calculated values
Multiplicity   1
HOMO energy   -13.7 eV
Net charge   +2